1.
{
  "formula": "C7H19N2",
  "method": "wB97M-V/def2-TZVPD",
  "lumo_energy_ha": -0.14143,
  "max_force_ev_per_a": 4.40,
  "total_charge": 1,
  "gap_ev": 8.22,
  "symbols": ["C", "C", "C", "C", "C", "C", "C", "N", "N", "H", "H", "H", "H", "H", "H", "H", "H", "H", "H", "H", "H", "H", "H", "H", "H", "H", "H", "H"],
  "xyz": [[0.358, -1.217, -0.380], [-0.023, 0.779, 1.205], [1.428, -0.808, 3.172], [2.030, -2.523, 1.597], [-1.725, 2.765, -1.965], [-1.464, 0.815, -3.286], [0.709, -0.569, 0.933], [1.235, -1.249, 1.880], [-1.391, 1.337, -1.938], [1.211, -1.468, -1.053], [-0.303, -2.085, -0.258], [-0.354, -0.491, -0.921], [0.318, 1.294, 2.135], [-0.365, 1.227, 0.244], [-0.942, 0.420, 1.664], [0.533, -0.230, 3.498], [1.672, -1.645, 3.875], [2.311, -0.167, 3.351], [1.402, -3.427, 1.938], [2.076, -2.685, 0.482], [2.980, -2.291, 2.033], [-2.619, 2.896, -2.566], [-1.746, 3.180, -1.034], [-0.993, 3.430, -2.498], [-1.238, -0.253, -3.119], [-2.388, 0.942, -3.902], [-0.591, 1.234, -3.809], [-2.122, 0.790, -1.276]],
  "mulliken_charge": [-0.63, -1.51, -1.09, -0.90, -1.02, -0.98, 1.32, 0.09, -0.40, 0.47, 0.38, -0.43, 0.40, 0.31, 0.51, 0.42, 0.37, 0.37, 0.31, 0.30, 0.45, 0.36, 0.37, 0.30, 0.27, 0.32, 0.35, 0.28]
}

2.
{
  "formula": "C7H19NO4",
  "method": "wB97M-V/def2-TZVPD",
  "multiplicity": 2,
  "lumo_energy_ha": [0.12182, 0.11680],
  "max_force_ev_per_a": 4.50,
  "total_charge": -1,
  "s_squared": 0.765,
  "gap_ev": [2.60, 6.51],
  "symbols": ["C", "C", "C", "C", "N", "C", "C", "C", "H", "H", "H", "H", "H", "H", "H", "H", "H", "H", "H", "H", "H", "O", "H", "H", "O", "H", "H", "O", "H", "H", "O"],
  "xyz": [[0.568, -1.521, -1.961], [1.860, -0.831, -1.372], [1.451, 0.031, -0.277], [2.274, 0.219, 0.895], [1.574, 0.927, 1.890], [0.372, 1.370, 1.205], [0.330, 0.887, -0.072], [-0.595, 2.245, 1.943], [0.866, -1.838, -2.997], [0.305, -2.367, -1.400], [-0.301, -0.896, -2.062], [2.302, -0.304, -2.212], [2.657, -1.757, -1.169], [3.205, -0.090, 1.060], [1.973, 1.540, 2.590], [-0.465, 1.066, -0.853], [-1.086, 3.034, 1.284], [-1.242, 1.335, 2.393], [-0.368, 3.062, 2.704], [0.182, -0.469, 3.028], [-1.292, 0.093, 2.675], [-0.775, -0.681, 2.944], [-1.159, -1.766, 0.969], [-2.429, -2.671, 0.837], [-1.516, -2.596, 0.532], [-2.477, -2.336, -0.821], [-3.200, -1.534, -2.079], [-3.268, -2.157, -1.347], [0.622, 2.753, -2.114], [-0.552, 2.318, -3.261], [0.183, 2.935, -2.952]],
  "mulliken_charge": [-1.09, -0.22, 0.83, -1.46, -0.04, -0.54, -0.58, -0.67, 0.44, 0.30, 0.15, 0.30, 0.14, 0.63, 0.22, 0.29, 0.30, -0.09, 0.25, 0.16, 0.21, -0.39, 0.38, 0.33, -0.86, 0.48, 0.29, -0.76, 0.39, 0.31, -0.69]
}

3.
{
  "formula": "C7H19NO5",
  "method": "wB97M-V/def2-TZVPD",
  "lumo_energy_ha": 0.01714,
  "max_force_ev_per_a": 1.89,
  "gap_ev": 8.39,
  "symbols": ["C", "C", "C", "C", "C", "C", "C", "N", "H", "H", "H", "H", "H", "H", "H", "H", "H", "O", "H", "H", "O", "H", "H", "O", "H", "H", "O", "H", "H", "O", "H", "H"],
  "xyz": [[-1.715, -1.436, 0.485], [-0.552, -0.550, 0.116], [-0.810, 0.759, -0.221], [0.065, 1.565, -0.941], [1.347, 1.096, -1.151], [1.696, -0.211, -0.771], [0.742, -1.055, -0.184], [1.072, -2.323, 0.221], [-2.235, -1.818, -0.408], [-1.535, -2.340, 1.055], [-2.414, -0.807, 1.037], [-1.770, 1.182, 0.063], [-0.153, 2.472, -1.499], [2.032, 1.582, -1.823], [2.605, -0.594, -1.219], [0.417, -3.015, 0.525], [1.957, -2.618, -0.163], [-0.607, 0.802, 2.691], [0.167, 1.271, 2.308], [-0.587, 1.056, 3.640], [2.076, 1.094, 2.724], [2.208, 0.273, 2.235], [3.003, 1.353, 2.817], [0.405, 4.173, 1.073], [0.058, 3.457, 0.521], [1.356, 4.092, 0.879], [-0.006, -3.445, -2.347], [0.363, -2.571, -2.188], [-0.938, -3.361, -2.141], [-2.652, -0.274, -2.282], [-3.503, 0.091, -2.078], [-2.090, 0.100, -2.973]],
  "mulliken_charge": [-2.11, 1.43, -0.25, -1.42, -0.26, -0.85, 0.52, -0.29, 0.24, 0.51, 0.39, 0.17, 0.71, 0.43, 0.36, 0.18, 0.26, -0.58, 0.37, 0.28, -0.62, 0.30, 0.30, -0.68, 0.29, 0.33, -0.66, 0.34, 0.32, -0.58, 0.28, 0.30]
}

4.
{
  "formula": "C7H19NOSi2",
  "method": "wB97M-V/def2-TZVPD",
  "lumo_energy_ha": 0.02372,
  "max_force_ev_per_a": 4.05,
  "gap_ev": 8.79,
  "symbols": ["C", "C", "C", "C", "C", "C", "C", "N", "O", "Si", "Si", "H", "H", "H", "H", "H", "H", "H", "H", "H", "H", "H", "H", "H", "H", "H", "H", "H", "H", "H"],
  "xyz": [[-2.670, -1.355, 0.474], [-3.199, -1.145, -0.948], [-2.805, -0.111, 1.344], [2.974, 2.683, -0.015], [1.350, -0.426, 1.905], [0.350, 0.070, -1.097], [3.090, -0.783, -0.839], [-2.909, 0.304, -1.125], [2.147, 1.747, 0.547], [-2.470, 1.321, 0.232], [1.845, 0.173, 0.120], [-3.170, -2.204, 0.805], [-1.539, -1.741, 0.350], [-2.703, -1.858, -1.620], [-4.278, -1.213, -0.995], [-3.822, -0.220, 1.669], [-2.290, -0.038, 2.422], [3.548, 2.210, -0.861], [3.698, 3.026, 0.733], [2.495, 3.607, -0.631], [0.404, -1.033, 1.907], [2.200, -0.871, 2.314], [0.872, 0.413, 2.416], [-0.502, 0.835, -0.906], [0.609, 0.118, -2.085], [-0.164, -0.887, -1.072], [2.829, -1.856, -0.882], [3.355, -0.697, -1.868], [3.990, -0.784, -0.275], [-3.233, 0.714, -2.019]],
  "mulliken_charge": [-0.39, -0.64, -0.73, -0.70, -1.07, -0.66, -1.28, -0.15, -0.28, -0.33, 0.47, 0.57, -0.01, 0.27, 0.39, 0.43, 0.34, 0.26, 0.29, 0.22, 0.28, 0.39, 0.30, -0.14, 0.56, 0.22, 0.38, 0.42, 0.38, 0.22]
}